(1)
The following is a DFT calculation (the ωB97M-V functional and the def2-TZVPD basis) of C28H80O40P8S2 as an isolated structure.

## Properties
- E_tot (Eh) = -7652.3324
- LUMO level (eV) = -0.27
- highest occupied orbital energy (eV) = -10.306
- maximum force (Eh/bohr) = 0.0427
- orbital gap (eV) = 10.04

```
! RIJCOSX wB97M-V def2-TZVPD def2/J DEFGRID3
* xyz 0 1
C -3.267 13.923 -11.112
O -4.180 14.755 -11.810
P -5.695 14.379 -11.954
O -6.267 13.632 -10.839
O -6.329 15.756 -12.350
C -7.686 15.934 -12.699
O -5.799 13.523 -13.290
C -5.204 13.988 -14.502
H -2.262 14.120 -11.499
H -3.364 12.842 -11.178
H -3.221 14.331 -10.106
H -8.170 15.035 -13.085
H -7.731 16.669 -13.502
H -8.280 16.289 -11.858
H -4.757 14.977 -14.416
H -5.975 14.069 -15.276
H -4.557 13.191 -14.863
C 6.215 16.566 -11.177
O 5.645 15.246 -11.319
P 6.534 14.017 -10.875
O 7.878 13.949 -11.438
O 5.588 12.797 -11.173
C 5.216 12.516 -12.528
O 6.462 14.120 -9.281
C 7.564 13.629 -8.522
H 5.492 17.221 -10.704
H 6.443 16.949 -12.172
H 7.117 16.580 -10.571
H 5.969 11.844 -12.946
H 5.168 13.425 -13.127
H 4.267 11.994 -12.614
H 7.776 14.344 -7.722
H 8.527 13.714 -9.037
H 7.386 12.606 -8.213
C 7.025 15.098 -14.620
O 5.894 15.201 -15.504
P 4.823 16.286 -15.154
O 5.359 17.626 -14.943
O 4.074 15.651 -13.937
C 3.366 16.357 -12.915
O 3.807 16.209 -16.355
C 2.734 15.254 -16.360
H 7.805 15.821 -14.835
H 7.488 14.120 -14.494
H 6.532 15.259 -13.658
H 2.340 16.518 -13.244
H 3.915 17.273 -12.715
H 3.316 15.751 -12.015
H 1.837 15.840 -16.196
H 2.823 14.513 -15.567
H 2.715 14.692 -17.291
C 1.051 18.127 -15.422
O 0.416 17.355 -14.374
P -0.897 16.513 -14.628
O -1.683 16.913 -15.779
O -0.276 15.042 -14.700
C -1.128 13.937 -14.943
O -1.572 16.563 -13.212
C -0.864 16.834 -12.000
H 0.463 18.061 -16.332
H 2.096 17.852 -15.553
H 1.059 19.112 -14.962
H -1.368 13.359 -14.050
H -0.657 13.293 -15.685
H -2.086 14.228 -15.385
H 0.128 16.363 -12.018
H -1.317 16.263 -11.195
H -0.691 17.899 -11.886
C 5.532 10.143 -6.884
O 4.193 10.667 -6.847
P 3.368 10.688 -5.482
O 1.956 11.022 -5.608
O 3.721 9.300 -4.830
C 3.274 8.106 -5.468
O 4.181 11.701 -4.583
C 3.855 13.087 -4.526
H 5.850 9.815 -5.895
H 6.210 10.938 -7.183
H 5.526 9.315 -7.587
H 4.118 7.544 -5.863
H 2.496 8.314 -6.205
H 2.776 7.435 -4.766
H 4.290 13.593 -5.392
H 4.313 13.517 -3.640
H 2.774 13.212 -4.516
C -0.573 10.782 -12.440
O 0.098 10.218 -11.317
P -0.263 8.805 -10.737
O -0.081 7.691 -11.657
O 0.580 8.669 -9.398
C 0.945 9.861 -8.697
O -1.761 9.032 -10.244
C -2.342 8.132 -9.299
H -0.133 10.450 -13.378
H -0.632 11.862 -12.342
H -1.600 10.400 -12.446
H 0.445 9.843 -7.723
H 0.741 10.839 -9.121
H 2.006 9.820 -8.445
H -1.914 7.130 -9.272
H -3.403 8.084 -9.523
H -2.186 8.559 -8.306
C -4.781 13.464 -7.665
O -4.424 14.160 -6.470
P -3.516 13.465 -5.394
O -3.630 14.054 -4.066
O -3.856 11.908 -5.448
C -4.931 11.399 -4.671
O -2.084 13.476 -6.040
C -0.960 12.933 -5.352
H -5.751 13.817 -8.000
H -4.918 12.392 -7.488
H -4.025 13.433 -8.445
H -4.534 10.588 -4.064
H -5.819 11.039 -5.195
H -5.322 12.173 -4.005
H -0.625 13.584 -4.544
H -0.132 12.715 -6.020
H -1.286 11.994 -4.898
C 6.160 17.354 -6.556
O 7.240 18.273 -6.669
P 7.282 19.181 -7.982
O 6.643 18.606 -9.162
O 6.555 20.509 -7.518
C 7.021 21.184 -6.330
O 8.775 19.630 -8.125
C 9.675 18.936 -8.990
H 5.320 17.668 -7.178
H 5.841 17.245 -5.521
H 6.417 16.345 -6.892
H 6.985 22.240 -6.584
H 8.013 20.870 -6.019
H 6.305 21.003 -5.528
H 9.489 19.172 -10.037
H 9.666 17.854 -8.867
H 10.666 19.318 -8.755
C 2.438 19.875 -9.108
C 3.235 18.623 -9.484
O 2.772 18.249 -10.781
S 2.535 19.615 -11.603
O 1.611 19.417 -12.642
O 3.755 20.303 -11.793
O 1.802 20.279 -10.341
H 3.001 20.757 -8.808
H 1.646 19.661 -8.396
H 2.939 17.769 -8.868
H 4.324 18.627 -9.400
C 3.441 14.731 -8.737
C 2.744 13.746 -7.831
O 1.689 13.211 -8.686
S 1.458 14.087 -9.995
O 0.103 14.442 -10.055
O 2.083 13.493 -11.122
O 2.370 15.304 -9.507
H 4.043 14.143 -9.434
H 4.120 15.517 -8.425
H 2.170 14.202 -7.021
H 3.249 12.859 -7.470
*
```

(2)
The following is a DFT calculation (the ωB97M-V functional and the def2-TZVPD basis) of a 2-piece molecular cluster, C2H3NO2S overall.

## Properties
- E_tot (Eh) = -681.2314
- LUMO level (spin up / spin down) (eV) = -1.69 / -2.21
- highest occupied orbital energy (spin up / spin down) (eV) = -9.517 / -9.141
- maximum force (Eh/bohr) = 0.0444
- orbital gap (spin up / spin down) (eV) = 7.83 / 6.93

```
! RIJCOSX wB97M-V def2-TZVPD def2/J DEFGRID3
* xyz 0 1
C 0.265 0.158 -0.011
C -0.422 -0.894 0.431
N -3.650 0.342 -0.009
O -4.073 0.402 1.098
O -3.860 0.993 -0.972
S -1.548 -1.893 -0.505
H 1.148 0.453 0.563
H -0.045 0.871 -0.834
H 0.005 -1.357 1.287
*
```

(3)
The following is a DFT calculation (the ωB97M-V functional and the def2-TZVPD basis) of a 5-piece molecular cluster, C35H82Br2N5O2P overall.

## Properties
- E_tot (Eh) = -7296.4395
- LUMO level (eV) = 0.29
- highest occupied orbital energy (eV) = -8.662
- SMILES string = [H]/N=C(\N)NCCCC[C@@H](OC)[C@H](NP(N)O)[C@@H](Br)[C@H](C)Br.CCCCCC.CCCCCC.CCCCCC.CCCCCC
- maximum force (Eh/bohr) = 0.0222
- orbital gap (eV) = 8.96

```
! RIJCOSX wB97M-V def2-TZVPD def2/J DEFGRID3
* xyz 0 1
H 1.064 -2.570 -2.849
N 0.490 -2.207 -2.098
C -0.667 -1.912 -2.508
N -1.085 -2.087 -3.863
N -1.635 -1.395 -1.676
C -2.053 -0.045 -2.148
C -2.605 0.813 -1.011
C -1.752 1.996 -0.526
C -0.275 1.746 -0.273
C 0.471 3.077 -0.254
O -0.081 3.856 0.828
C -0.748 5.028 0.436
C 1.991 3.067 0.016
N 2.895 3.091 -1.155
P 2.406 2.195 -2.554
N 3.922 1.672 -3.145
O 2.068 3.402 -3.656
C 2.446 2.036 1.043
Br 2.708 0.283 0.256
C 3.771 2.553 1.637
C 4.775 1.535 2.135
Br 3.363 3.798 3.091
H -1.060 -1.192 -4.341
H -0.451 -2.716 -4.332
H -1.300 -1.377 -0.722
H -2.846 -0.212 -2.865
H -1.221 0.440 -2.649
H -2.908 0.184 -0.185
H -3.521 1.242 -1.394
H -1.931 2.827 -1.200
H -2.167 2.297 0.426
H -0.181 1.278 0.698
H 0.194 1.096 -0.996
H 0.236 3.612 -1.170
H -1.328 5.395 1.271
H -1.437 4.886 -0.390
H -0.029 5.813 0.206
H 2.166 4.001 0.533
H 2.969 4.064 -1.445
H 3.731 0.872 -3.740
H 4.307 2.382 -3.768
H 1.196 3.761 -3.434
H 1.732 1.970 1.847
H 4.273 3.133 0.885
H 5.359 1.139 1.325
H 5.472 2.064 2.771
H 4.328 0.758 2.736
C -0.662 5.954 4.435
C -0.013 7.331 4.546
C -0.643 8.217 5.620
C -2.118 8.553 5.393
C -2.423 9.244 4.065
C -1.739 10.600 3.913
H -1.713 6.025 4.151
H -0.154 5.354 3.678
H -0.601 5.418 5.385
H -0.048 7.832 3.574
H 1.046 7.202 4.784
H -0.065 9.142 5.700
H -0.547 7.720 6.590
H -2.457 9.194 6.212
H -2.715 7.640 5.461
H -3.504 9.386 3.990
H -2.143 8.597 3.229
H -2.034 11.276 4.718
H -2.015 11.068 2.967
H -0.653 10.509 3.929
C -3.983 -7.123 2.271
C -3.179 -7.343 0.992
C -2.079 -6.304 0.780
C -2.573 -4.865 0.624
C -3.564 -4.644 -0.517
C -2.981 -4.952 -1.892
H -4.509 -6.167 2.258
H -4.733 -7.907 2.393
H -3.333 -7.142 3.147
H -3.855 -7.361 0.133
H -2.715 -8.331 1.037
H -1.492 -6.585 -0.098
H -1.387 -6.343 1.627
H -1.704 -4.217 0.469
H -3.031 -4.533 1.561
H -3.881 -3.598 -0.499
H -4.467 -5.240 -0.357
H -2.102 -4.332 -2.075
H -3.712 -4.741 -2.673
H -2.693 -6.001 -1.981
C -3.242 -10.850 -0.371
C -3.815 -11.244 0.988
C -2.867 -12.104 1.821
C -2.509 -13.455 1.200
C -3.702 -14.356 0.884
C -4.506 -14.753 2.118
H -3.047 -11.722 -0.996
H -3.943 -10.210 -0.909
H -2.307 -10.299 -0.253
H -4.770 -11.758 0.847
H -4.038 -10.334 1.552
H -3.309 -12.262 2.809
H -1.941 -11.547 1.993
H -1.837 -13.983 1.884
H -1.935 -13.295 0.283
H -3.331 -15.263 0.400
H -4.360 -13.871 0.158
H -3.876 -15.273 2.842
H -5.324 -15.422 1.847
H -4.944 -13.885 2.613
C 5.997 8.784 -4.972
C 6.903 7.777 -4.268
C 6.886 6.391 -4.910
C 5.526 5.692 -4.896
C 4.913 5.504 -3.509
C 5.757 4.628 -2.585
H 4.951 8.478 -4.937
H 6.068 9.763 -4.497
H 6.283 8.898 -6.019
H 6.625 7.709 -3.213
H 7.929 8.153 -4.288
H 7.627 5.761 -4.409
H 7.220 6.477 -5.949
H 5.637 4.711 -5.370
H 4.823 6.247 -5.521
H 3.928 5.047 -3.631
H 4.741 6.476 -3.037
H 5.915 3.639 -3.016
H 5.263 4.494 -1.622
H 6.734 5.073 -2.392
*
```

(4)
The following is a DFT calculation (the ωB97M-V functional and the def2-TZVPD basis) of BrH5N3OP as an isolated structure.

## Properties
- E_tot (Eh) = -3157.9146
- LUMO level (eV) = 0.29
- highest occupied orbital energy (eV) = -9.788
- maximum force (Eh/bohr) = 0.0893
- orbital gap (eV) = 10.07

```
! RIJCOSX wB97M-V def2-TZVPD def2/J DEFGRID3
* xyz 0 1
N 0.894 -1.163 0.428
N 0.360 1.232 -0.992
N -1.055 0.445 0.955
O -1.079 -0.963 -1.386
P -0.250 -0.224 -0.434
Br -1.630 -0.922 2.084
H 1.495 -0.579 1.000
H 1.282 -1.803 -0.138
H 0.568 1.200 -1.941
H -0.418 1.877 -0.925
H -0.166 0.900 1.347
*
```

(5)
The following is a DFT calculation (the ωB97M-V functional and the def2-TZVPD basis) of C24H38CoN9O2 as an isolated structure.

## Properties
- E_tot (Eh) = -2963.2176
- LUMO level (spin up / spin down) (eV) = -2.20 / -2.20
- highest occupied orbital energy (spin up / spin down) (eV) = -10.012 / -10.026
- maximum force (Eh/bohr) = 0.0186
- orbital gap (spin up / spin down) (eV) = 7.82 / 7.83

```
! RIJCOSX wB97M-V def2-TZVPD def2/J DEFGRID3
* xyz 1 2
Co -1.330 0.038 0.211
N 1.336 3.707 0.463
C -0.053 3.249 0.296
C -0.865 3.597 1.530
C -2.278 3.022 1.476
N -2.259 1.552 1.615
C -2.966 3.406 0.167
C -2.132 3.102 -1.079
N -2.021 1.637 -1.262
C -0.751 3.749 -0.959
H 2.109 2.098 0.717
H 1.388 4.504 1.089
H 1.742 4.008 -0.416
H -0.021 2.161 0.230
H -0.949 4.687 1.603
H -0.349 3.249 2.429
H -2.844 3.459 2.305
H -3.210 1.205 1.707
H -1.790 1.304 2.481
H -3.171 4.478 0.184
H -3.935 2.904 0.097
H -2.645 3.540 -1.941
H -1.558 1.442 -2.146
H -2.951 1.239 -1.351
H -0.877 4.835 -0.918
H -0.151 3.530 -1.851
C -1.422 -1.347 3.023
N -1.770 -1.319 1.605
C -2.423 -2.323 1.113
C -2.806 -2.253 -0.244
C -3.416 -3.133 -1.136
C -3.459 -2.465 -2.360
C -2.874 -1.213 -2.154
N -2.500 -1.067 -0.871
C -0.538 -2.515 3.402
C -0.745 -3.196 4.593
C 0.096 -4.238 4.966
C 1.146 -4.610 4.143
C 1.350 -3.943 2.941
C 0.513 -2.902 2.573
H -2.326 -1.357 3.639
H -0.885 -0.426 3.253
H -2.672 -3.189 1.725
H -3.762 -4.129 -0.916
H -3.856 -2.831 -3.292
H -2.740 -0.430 -2.886
H -1.570 -2.914 5.237
H -0.078 -4.763 5.896
H 1.799 -5.423 4.430
H 2.158 -4.243 2.287
H 0.650 -2.399 1.623
O 2.558 1.266 1.080
C 1.732 0.369 1.540
O 0.518 0.417 1.515
H 2.263 -0.495 1.957
C 4.334 -1.836 -3.382
C 4.052 -0.348 -3.564
C 4.430 0.451 -2.320
C 2.606 -0.080 -3.985
N 1.633 -0.423 -2.947
C 1.095 0.332 -1.992
N 0.305 -0.419 -1.260
N 0.367 -1.660 -1.801
N 1.158 -1.668 -2.803
H 5.388 -1.993 -3.158
H 4.091 -2.402 -4.281
H 3.752 -2.253 -2.559
H 4.651 0.020 -4.403
H 3.838 0.147 -1.453
H 4.295 1.525 -2.471
H 5.476 0.285 -2.065
H 2.336 -0.662 -4.865
H 2.463 0.977 -4.211
H 1.320 1.373 -1.837
*
```

(6)
The following is a DFT calculation (the ωB97M-V functional and the def2-TZVPD basis) of C3H5O4Yb as an isolated structure.

## Properties
- E_tot (Eh) = -1576.7794
- LUMO level (spin up / spin down) (eV) = -1.24 / -2.13
- highest occupied orbital energy (spin up / spin down) (eV) = -5.549 / -5.547
- maximum force (Eh/bohr) = 0.0486
- orbital gap (spin up / spin down) (eV) = 4.31 / 3.42

```
! RIJCOSX wB97M-V def2-TZVPD def2/J DEFGRID3
* xyz 0 2
O 0.134 -1.227 -0.287
C -1.134 -1.231 -0.006
C 0.704 0.263 -0.106
O -1.809 -2.240 0.175
O -1.587 -0.038 0.347
C -0.631 0.998 0.043
Yb -1.722 -4.882 -0.114
H 1.155 0.404 -1.094
H 1.240 0.170 0.845
H -0.943 1.491 -0.883
H -0.624 1.707 0.875
O 2.179 2.480 0.212
H 3.038 2.106 -0.006
*
```